1.
Computed, not measured: a 3-piece molecular cluster, C18H24BINP overall at a distorted geometry, with ωB97M-V/def2-TZVPD.

Geometry as XYZ:
```
46
Properties=species:S:1:pos:R:3
C 3.0159 1.7642 2.5692
C 2.4210 1.1583 1.7237
C 1.7252 0.3934 0.6920
B 1.7175 -1.1265 1.1396
P 3.1039 -2.2933 0.4179
N 3.6920 -3.3393 1.4479
C 0.7099 -1.8037 2.1336
I 1.4458 -1.5308 4.1329
C -0.7641 -1.3825 2.0446
C -1.0674 0.1010 2.3298
H 3.5705 2.2481 3.3359
H 0.7286 0.7991 0.5055
H 2.2936 0.5077 -0.2375
H 4.1154 -1.4397 -0.0747
H 2.5933 -2.8848 -0.7638
H 3.2505 -3.2874 2.3583
H 0.7743 -2.8854 2.0009
H -1.1506 -1.6763 1.0655
H -1.3121 -1.9932 2.7664
H -1.3362 0.6245 1.4095
H -1.9012 0.2061 3.0191
H -0.1969 0.6130 2.7404
C -0.1399 3.8532 0.4143
C -1.0939 4.8525 0.5490
C -1.4807 5.5960 -0.5576
C -0.9155 5.3401 -1.7996
C 0.0368 4.3396 -1.9358
C 0.4230 3.5976 -0.8284
H 0.1706 3.2778 1.2786
H -1.5338 5.0536 1.5174
H -2.2219 6.3777 -0.4516
H -1.2178 5.9209 -2.6616
H 0.4770 4.1385 -2.9041
H 1.1715 2.8214 -0.9309
C -1.0642 -1.9821 -2.6080
C -2.1020 -2.3577 -3.4494
C -2.7950 -3.5368 -3.2121
C -2.4532 -4.3401 -2.1327
C -1.4165 -3.9653 -1.2899
C -0.7230 -2.7877 -1.5308
H -0.5231 -1.0624 -2.7923
H -2.3709 -1.7310 -4.2898
H -3.6027 -3.8305 -3.8699
H -2.9946 -5.2589 -1.9486
H -1.1486 -4.5908 -0.4476
H 0.0892 -2.4982 -0.8752
```

Calculated values
HOMO-LUMO gap = 7.63 eV
structure (SMILES) = C#CCB([PH2]=N)[C@@H](I)CC.c1ccccc1.c1ccccc1

---

2.
Computed, not measured: C20H26N4O3W as an isolated structure at a distorted geometry, with ωB97M-V/def2-TZVPD.

Geometry as XYZ:
```
54
Properties=species:S:1:pos:R:3
N 0.8362 1.3454 -1.5330
C 0.7261 2.4641 -1.2219
C 0.6306 3.8359 -0.8034
H -0.4333 4.1245 -0.7900
H 1.1723 4.4691 -1.5278
H 1.0669 3.9623 0.2004
N 2.3542 -1.6880 -2.0593
C 3.3262 -2.3236 -1.9692
C 4.5146 -3.1029 -1.7400
H 5.3120 -2.7362 -2.4081
H 4.3010 -4.1595 -1.9723
H 4.8375 -3.0084 -0.6897
N -0.9783 -1.5876 -1.5188
C -2.0637 -1.9117 -1.2378
C -3.3650 -2.3500 -0.8153
H -3.2757 -3.0908 -0.0047
H -3.8811 -2.8059 -1.6779
H -3.9373 -1.4750 -0.4660
W 0.5809 -0.5124 -2.7443
C 0.8201 -2.5353 0.7448
O 0.0678 -3.2819 1.1806
C 2.3184 -0.0415 0.7831
O 2.7119 0.8631 1.3661
C 1.0836 0.8225 -4.2540
C -0.3072 0.8842 -4.0020
C -1.0742 -0.3004 -3.9824
C -0.4505 -1.5478 -4.2199
C 0.9362 -1.6087 -4.4736
C 1.7057 -0.4229 -4.4866
H 1.6816 1.7261 -4.2797
H -0.8022 1.8338 -3.8365
H -2.1399 -0.2359 -3.7966
H -1.0292 -2.4637 -4.2210
H 1.3972 -2.5710 -4.6633
H 2.7709 -0.4542 -4.6822
O -1.2179 0.6252 0.8061
C -1.3378 0.6230 2.0403
C -0.3445 -0.0881 2.9493
C 0.4130 0.8739 3.8586
C -0.3737 1.2275 5.1247
C -1.6164 2.0713 4.8597
C -2.6903 1.3412 4.0517
N -2.3802 1.2715 2.6264
H -0.8998 -0.8312 3.5449
H 0.3434 -0.6391 2.3006
H 1.3644 0.4057 4.1500
H 0.6761 1.7893 3.3056
H -0.6661 0.3036 5.6424
H 0.2872 1.7866 5.7977
H -2.0630 2.3584 5.8192
H -1.3369 2.9986 4.3432
H -2.8287 0.3272 4.4613
H -3.6409 1.8793 4.1482
H -3.1018 1.5606 1.9728
```

Calculated values
charge = +4
HOMO-LUMO gap (spin up / spin down) = 5.96 / 6.03 eV
2S+1 = 3
ΔE to the lowest compared entry with this formula, charge and spin = 69.1 kJ/mol